# 1
The following is a DFT calculation (the ωB97M-V functional and the def2-TZVPD basis) of the molecule C5H12N2O.

Last column: Löwdin charge in e.
Cartesian coordinates (Å):
C -0.606 -2.977 1.036  -0.127
C 0.455 -1.905 0.685  -0.253
N -0.057 -0.575 1.094  -0.068
C -0.322 0.293 0.030  -0.184
C 0.844 1.234 -0.134  -0.510
N 0.841 2.315 -0.962  0.001
C -0.373 2.622 -1.713  -0.106
O 1.745 1.195 0.670  0.044
H -1.285 -2.572 1.883  0.079
H -0.186 -3.971 1.682  0.122
H -1.280 -3.295 0.311  0.012
H 1.353 -2.062 1.269  0.100
H 0.681 -2.110 -0.423  0.132
H 0.392 -0.188 1.849  0.080
H -1.202 1.088 0.220  0.156
H -0.501 -0.187 -0.934  0.124
H 1.605 3.015 -0.991  0.157
H -0.673 1.810 -2.359  0.070
H -1.393 2.718 -1.137  0.106
H -0.037 3.554 -2.078  0.065

Properties
* electronic energy: -10405.347 eV
* ΔE to the lowest compared entry with this formula, charge and spin: 71.0 kcal/mol
* Kohn-Sham gap: 9.476 eV
* total charge: 0
* HOMO: -8.6 eV
* structure (SMILES): CCNCC(=O)NC
* E_LUMO: 0.83 eV

# 2
The following is a DFT calculation (the ωB97M-V functional and the def2-TZVPD basis) of the molecule C5H12N2O.

Last column: Löwdin charge in e.
Cartesian coordinates (Å):
C 2.806 -0.045 0.000  -0.104
C 1.455 -0.291 0.688  -0.287
C 0.500 0.834 0.477  -0.236
C -0.992 0.624 0.652  -0.132
C -2.178 -1.335 -0.551  -0.077
H 2.600 0.107 -1.085  0.092
H 3.178 0.875 0.358  0.051
H 3.550 -0.781 0.215  0.060
H 1.045 -1.250 0.254  0.117
H 1.543 -0.476 1.773  0.114
H 0.840 1.651 1.138  0.122
H 0.593 1.278 -0.562  0.128
H -1.473 1.574 0.941  0.124
H -1.233 -0.105 1.416  0.109
H -1.821 -1.812 0.306  0.055
H -3.279 -1.422 -0.721  0.104
H -1.523 -1.742 -1.383  0.110
N -1.660 -0.021 -0.516  -0.209
N -2.120 0.598 -1.591  -0.105
O -1.832 1.739 -1.810  -0.035

Properties
* electronic energy: -10404.362 eV
* ΔE to the lowest compared entry with this formula, charge and spin: 93.7 kcal/mol
* Kohn-Sham gap: 9.706 eV
* total charge: 0
* HOMO: -8.8 eV
* structure (SMILES): CCCCN(C)N=O
* E_LUMO: 0.90 eV

# 3
The following is a DFT calculation (the ωB97M-V functional and the def2-TZVPD basis) of the molecule C5H12N2O.

Last column: Löwdin charge in e.
Cartesian coordinates (Å):
N 0.104 -1.621 -3.181  -0.002
C -0.496 -0.715 -2.217  -0.211
C 0.034 -0.913 -0.829  -0.482
N -0.387 0.109 0.008  0.062
C 0.499 1.936 1.284  -0.079
C 0.461 0.381 1.216  -0.362
C -0.137 -0.029 2.596  -0.066
O 0.784 -1.758 -0.396  0.075
H 0.446 -2.520 -2.889  0.064
H -0.189 -1.616 -4.136  0.059
H -0.244 0.270 -2.666  0.124
H -1.593 -0.652 -2.211  0.112
H -1.206 0.700 -0.191  0.149
H 0.839 2.250 0.288  0.077
H 1.205 2.328 2.009  0.073
H -0.474 2.325 1.514  0.065
H 1.433 -0.062 1.065  0.128
H -0.330 -1.088 2.542  0.066
H 0.430 0.391 3.412  0.071
H -1.178 0.284 2.781  0.076

Properties
* electronic energy: -10406.931 eV
* ΔE to the lowest compared entry with this formula, charge and spin: 34.4 kcal/mol
* Kohn-Sham gap: 9.653 eV
* total charge: 0
* HOMO: -8.8 eV
* structure (SMILES): CC(C)NC(=O)CN
* E_LUMO: 0.88 eV

# 4
The following is a DFT calculation (the ωB97M-V functional and the def2-TZVPD basis) of a cluster of 2 separate species, C5H12N2O in total.

Last column: Löwdin charge in e.
Cartesian coordinates (Å):
C -1.694 -1.589 0.598  -0.046
C -1.258 -0.395 -0.250  -0.286
C -0.924 0.868 0.468  -0.004
C -2.284 0.750 -0.446  -0.398
O -3.405 0.705 0.092  0.022
N 1.974 -1.157 -0.167  0.039
C 2.365 0.108 0.291  -0.420
N 2.416 1.303 -0.547  0.016
H -2.686 -1.299 0.942  0.075
H -0.963 -1.711 1.394  0.076
H -1.722 -2.513 0.028  0.076
H -0.549 -0.634 -1.049  0.127
H -0.098 1.352 -0.035  0.077
H -1.291 1.091 1.458  0.122
H -2.198 1.422 -1.312  0.138
H 2.265 -1.394 -1.122  0.026
H 3.221 0.118 0.970  0.126
H 1.263 0.108 0.637  0.100
H 3.258 1.850 -0.435  0.065
H 2.311 1.013 -1.515  0.070

Properties
* electronic energy: -10399.337 eV
* ΔE to the lowest compared entry with this formula, charge and spin: 209.5 kcal/mol
* Kohn-Sham gap: 4.130 eV
* total charge: 0
* HOMO: -7.0 eV
* E_LUMO: -2.92 eV

# 5
The following is a DFT calculation (the ωB97M-V functional and the def2-TZVPD basis) of the molecule C5H12N2O.

Last column: Löwdin charge in e.
Cartesian coordinates (Å):
O 3.108 1.115 0.843  0.074
C 2.374 0.167 0.863  -0.247
C 1.179 -0.005 -0.056  -0.377
C -0.115 -0.060 0.769  -0.146
C -1.344 0.565 0.110  -0.259
C -3.379 0.078 -1.120  -0.136
N -2.368 -0.425 -0.179  -0.135
N 1.460 -1.179 -0.880  0.044
H 2.587 -0.687 1.547  0.134
H 1.210 0.864 -0.713  0.137
H -0.287 -1.104 1.046  0.117
H 0.067 0.447 1.725  0.113
H -1.035 1.130 -0.790  0.112
H -1.781 1.327 0.752  0.112
H -3.856 0.961 -0.700  0.076
H -4.104 -0.702 -1.334  0.072
H -2.934 0.375 -2.080  0.073
H -1.935 -1.232 -0.619  0.092
H 0.739 -1.389 -1.564  0.077
H 1.780 -1.986 -0.370  0.067

Properties
* electronic energy: -10406.272 eV
* ΔE to the lowest compared entry with this formula, charge and spin: 49.6 kcal/mol
* Kohn-Sham gap: 9.980 eV
* total charge: 0
* HOMO: -9.1 eV
* structure (SMILES): CNCC[C@H](N)C=O
* E_LUMO: 0.85 eV

# 6
The following is a DFT calculation (the ωB97M-V functional and the def2-TZVPD basis) of the molecule C5H12N2O.

Last column: Löwdin charge in e.
Cartesian coordinates (Å):
C 0.697 1.985 0.430  -0.330
N 0.653 0.568 0.348  -0.148
C 1.718 -0.022 1.185  -0.063
C -0.646 -0.071 0.584  -0.184
C -0.794 -1.537 0.229  -0.230
N -1.279 -1.831 -1.150  -0.138
C -0.307 -1.454 -2.181  -0.152
O -0.229 2.703 0.650  0.074
H 1.708 2.223 0.058  0.136
H 1.484 -1.070 1.383  0.076
H 2.668 0.076 0.655  0.089
H 1.805 0.413 2.181  0.089
H -0.791 -0.079 1.680  0.125
H -1.520 0.460 0.209  0.126
H -0.023 -2.301 0.364  0.112
H -1.657 -1.951 0.773  0.114
H -2.029 -1.174 -1.353  0.087
H -0.621 -1.847 -3.149  0.071
H -0.076 -0.381 -2.181  0.069
H 0.660 -1.957 -2.013  0.077

Properties
* electronic energy: -10406.051 eV
* ΔE to the lowest compared entry with this formula, charge and spin: 54.7 kcal/mol
* Kohn-Sham gap: 9.767 eV
* total charge: 0
* HOMO: -8.9 eV
* structure (SMILES): CNCCN(C)C=O
* E_LUMO: 0.85 eV

# 7
The following is a DFT calculation (the ωB97M-V functional and the def2-TZVPD basis) of the molecule C5H12N2O2.

Last column: Löwdin charge in e.
Cartesian coordinates (Å):
C 2.392 0.492 0.308  -0.021
C 1.042 -0.242 0.265  -0.733
O 1.273 -1.472 -0.539  -0.062
O 0.472 -0.475 1.442  -0.145
H 1.545 -2.119 0.125  0.088
H 2.312 1.438 0.846  0.065
H 2.789 0.672 -0.694  0.080
H 3.087 -0.140 0.860  0.082
C -1.607 -1.630 -0.401  0.001
C -1.299 -0.218 -0.050  -0.233
N -2.246 0.534 0.442  0.213
N -0.193 1.929 -0.184  0.049
C -0.068 0.519 -0.550  -0.247
H -1.974 1.508 0.611  0.117
H -3.086 0.139 0.837  0.136
H 0.345 2.116 0.658  0.084
H 0.154 2.533 -0.917  0.088
H 0.027 0.394 -1.634  0.157
H -1.002 -2.265 0.244  0.096
H -2.661 -1.868 -0.244  0.086
H -1.304 -1.845 -1.423  0.098

Properties
* electronic energy: -12453.632 eV
* ΔE to the lowest compared entry with this formula, charge and spin: 54.2 kcal/mol
* Kohn-Sham gap: 8.370 eV
* total charge: 0
* HOMO: -7.7 eV
* E_LUMO: 0.65 eV

# 8
The following is a DFT calculation (the ωB97M-V functional and the def2-TZVPD basis) of a structure of composition C5H12N2O2.

Last column: Löwdin charge in e.
Cartesian coordinates (Å):
C -1.292 0.202 -1.564  -0.082
C 2.188 -1.023 -0.351  -0.025
N -0.410 -0.617 -0.749  0.015
C 1.184 0.106 -0.468  -0.552
O 1.429 1.124 -1.131  -0.044
H -0.203 -1.524 -1.155  0.123
H -2.329 0.070 -1.249  0.078
H -1.225 -0.058 -2.623  0.094
H -1.046 1.258 -1.462  0.087
H 2.386 -1.419 -1.350  0.084
H 1.818 -1.817 0.298  0.077
H 3.114 -0.631 0.066  0.090
C -1.743 -0.067 1.472  -0.100
C 0.594 0.499 1.117  -0.373
O 0.243 1.846 1.124  -0.016
N -0.408 -0.458 1.097  0.039
H 0.568 2.209 0.277  0.085
H 1.366 0.245 1.847  0.149
H -2.440 -0.833 1.138  0.084
H -2.047 0.914 1.099  0.082
H -1.748 -0.026 2.567  0.104

Properties
* electronic energy: -12451.215 eV
* ΔE to the lowest compared entry with this formula, charge and spin: 109.9 kcal/mol
* Kohn-Sham gap: 8.674 eV
* total charge: 0
* HOMO: -8.5 eV
* E_LUMO: 0.20 eV

# 9
The following is a DFT calculation (the ωB97M-V functional and the def2-TZVPD basis) of a cluster of 2 separate species, C5H12N2O3Si in total.

Last column: Löwdin charge in e.
Cartesian coordinates (Å):
C -0.596 -0.947 0.270  -0.104
C 1.973 -0.439 1.512  -0.204
C 1.798 -1.142 -1.651  -0.190
C 1.000 1.674 -0.370  -0.213
C -1.940 0.950 0.909  0.062
N -1.107 -1.961 0.435  -0.199
N -2.599 1.033 -0.216  -0.389
O -2.215 1.653 -1.260  -0.056
O -3.858 0.517 -0.336  0.072
O -1.742 -2.916 0.658  0.048
Si 1.061 -0.173 -0.121  0.503
H 2.896 -1.235 1.309  0.089
H 2.518 0.464 1.836  0.016
H 1.354 -0.829 2.339  0.025
H 2.198 -2.083 -1.159  0.025
H 0.911 -1.637 -2.154  0.033
H 2.660 -0.651 -2.256  0.060
H 1.143 2.158 0.660  0.053
H 1.869 1.938 -1.111  0.072
H -0.006 1.929 -0.822  0.019
H -1.126 1.540 0.951  0.042
H -2.427 0.339 1.598  0.097
H -3.766 -0.182 -1.018  0.138

Properties
* electronic energy: -22373.303 eV
* ΔE to the lowest compared entry with this formula, charge and spin: 76.2 kcal/mol
* Kohn-Sham gap: 9.174 eV
* total charge: 0
* HOMO: -8.8 eV
* structure (SMILES): C[Si](C)(C)C#[N+][O-].C=[N+]([O-])O
* E_LUMO: 0.42 eV

# 10
The following is a DFT calculation (the ωB97M-V functional and the def2-TZVPD basis) of the ion C5H12N2O4P with charge -1.

Last column: Löwdin charge in e.
Cartesian coordinates (Å):
C 2.168 -1.299 0.331  -0.141
C 2.933 0.070 -0.150  -0.158
C 1.991 1.442 -0.010  -0.283
O 2.198 2.225 1.051  -0.042
O 1.035 1.674 -1.104  -0.124
C -0.330 1.924 -0.617  -0.198
C -0.776 1.043 0.692  -0.360
N -2.277 0.752 0.525  -0.290
P -2.505 -0.860 -0.266  0.562
N -1.884 -2.078 0.651  -0.303
O -4.225 -1.112 -0.367  -0.304
O -1.788 -0.899 -1.856  -0.298
H 1.845 -1.130 1.464  0.094
H 2.786 -2.284 0.200  0.074
H 1.137 -1.437 -0.255  0.071
H 3.985 0.242 0.358  0.115
H 3.113 -0.047 -1.324  0.114
H -1.059 1.591 -1.502  0.115
H -0.578 3.075 -0.444  0.127
H -0.674 1.717 1.666  0.112
H -0.259 -0.002 0.786  0.055
H -1.440 -1.684 1.510  -0.062
H -4.447 -1.666 0.460  0.069
H -0.853 -1.255 -1.850  0.054

Properties
* electronic energy: -25836.662 eV
* ΔE to the lowest compared entry with this formula, charge and spin: 119.7 kcal/mol
* Kohn-Sham gap: 6.590 eV
* total charge: -1
* HOMO: -3.4 eV
* structure (SMILES): CCC(=O)OCCN=P([NH-])(O)O
* E_LUMO: 3.22 eV

Sequential maximum force output: 5.84, 3.03, 3.55, 3.14, 0.70, 2.94, 0.65, 2.60, 4.85, 8.01 eV/Å